This record from the OMol25 dataset describes 2 unconnected molecules or ions with the total composition C35H38N5 in a non-equilibrium geometry. The level of theory is ωB97M-V with the def2-TZVPD basis set.

Each atom is followed by the atoms it is bonded to, with distances in Å.
Atoms and positions in Å:
1 N -2.17 -5.47 0.64  C9 1.474, C18 1.420, C25 1.423
2 N -1.01 0.76 6.91  C26 1.422, C37 1.423, H68 1.008
3 N -1.70 4.87 1.18  C8 1.473, C28 1.427, C36 1.417
4 N -3.30 0.26 8.57  C6 1.472, C7 1.374, C10 1.379
5 N -5.00 -1.02 7.97  C7 1.330, C16 1.378
6 C -2.02 0.67 9.16  N4 1.472, C37 1.528, H49 1.097, H65 1.099
7 C -3.87 -0.99 8.66  N4 1.374, N5 1.330, H42 1.086
8 C -0.41 5.31 0.64  N3 1.473, H43 1.101, H46 1.098, H61 1.099
9 C -0.88 -5.94 0.11  N1 1.474, H59 1.099, H64 1.103, H75 1.100
10 C -4.15 1.05 7.82  N4 1.379, C16 1.389, H69 1.078
11 C -5.54 -6.80 -1.51  C12 1.401, C40 1.403, H71 1.093
12 C -4.59 -5.97 -2.13  C11 1.401, C27 1.392, H48 1.089
13 C -1.24 2.45 0.92  C33 1.387, C36 1.415, H66 1.095
14 C -2.25 -1.76 1.10  C20 1.434, C23 1.389, H56 1.090
15 C -2.33 -2.87 3.27  C20 1.437, C32 1.381, H41 1.093
16 C -5.21 0.23 7.44  N5 1.378, C10 1.389, H50 1.084
17 C -2.03 -0.42 3.23  C20 1.421, C21 1.423, H73 1.087
18 C -2.20 -4.19 1.24  N1 1.420, C23 1.410, C32 1.411
19 C -4.14 5.80 -1.47  C30 1.400, C34 1.391, H51 1.089
20 C -2.21 -1.64 2.52  C14 1.434, C15 1.437, C17 1.421
21 C -1.87 0.89 2.70  C17 1.423, C33 1.430, C39 1.438
22 C -2.29 3.30 2.95  C36 1.411, C39 1.384, H55 1.096
23 C -2.07 -3.00 0.49  C14 1.389, C18 1.410, H63 1.094
24 C 0.51 0.91 8.71  C29 1.546, C37 1.545, H67 1.096, H77 1.103
25 C -3.30 -5.93 -0.09  N1 1.423, C27 1.398, C31 1.402
26 C 0.16 1.27 6.28  N2 1.422, C29 1.559, H53 1.105, H54 1.106
27 C -3.46 -5.56 -1.43  C12 1.392, C25 1.398, H78 1.091
28 C -2.84 5.45 0.54  N3 1.427, C34 1.401, C35 1.402
29 C 1.24 1.30 7.41  C24 1.546, C26 1.559, H52 1.097, H74 1.099
30 C -5.00 6.65 -0.76  C19 1.400, C38 1.401, H62 1.092
31 C -4.22 -6.79 0.52  C25 1.402, C40 1.393, H58 1.092
32 C -2.36 -4.10 2.64  C15 1.381, C18 1.411, H45 1.094
33 C -1.21 1.17 1.46  C13 1.387, C21 1.430, H47 1.094
34 C -3.05 5.22 -0.82  C19 1.391, C28 1.401, H44 1.091
35 C -3.68 6.32 1.25  C28 1.402, C38 1.395, H76 1.091
36 C -1.76 3.54 1.66  N3 1.417, C13 1.415, C22 1.411
37 C -0.85 0.32 8.25  N2 1.423, C6 1.528, C24 1.545, H70 1.114
38 C -4.76 6.93 0.59  C30 1.401, C35 1.395, H72 1.089
39 C -2.36 2.01 3.45  C21 1.438, C22 1.384, H60 1.097
40 C -5.33 -7.23 -0.19  C11 1.403, C31 1.393, H57 1.089
41 H -2.39 -2.81 4.36  C15 1.093
42 H -3.39 -1.76 9.27  C7 1.086
43 H -0.26 4.91 -0.37  C8 1.101
44 H -2.35 4.58 -1.36  C34 1.091
45 H -2.48 -5.04 3.19  C32 1.094
46 H 0.39 4.94 1.31  C8 1.098
47 H -0.69 0.38 0.92  C33 1.094
48 H -4.74 -5.63 -3.16  C12 1.089
49 H -1.89 0.14 10.12  C6 1.097
50 H -6.08 0.51 6.85  C16 1.084
51 H -4.32 5.58 -2.52  C19 1.089
52 H 1.72 2.28 7.48  C29 1.097
53 H 0.46 0.60 5.45  C26 1.105
54 H 0.05 2.28 5.86  C26 1.106
55 H -2.62 4.18 3.51  C22 1.096
56 H -2.43 -0.89 0.47  C14 1.090
57 H -6.04 -7.91 0.29  C40 1.089
58 H -4.01 -7.09 1.55  C31 1.092
59 H -0.12 -5.88 0.90  C9 1.099
60 H -2.85 1.83 4.41  C39 1.097
61 H -0.39 6.41 0.60  C8 1.099
62 H -5.85 7.12 -1.27  C30 1.092
63 H -1.84 -3.08 -0.57  C23 1.094
64 H -0.57 -5.33 -0.76  C9 1.103
65 H -2.06 1.75 9.34  C6 1.099
66 H -0.88 2.63 -0.10  C13 1.095
67 H 1.06 0.15 9.28  C24 1.096
68 H -1.90 0.72 6.42  N2 1.008
69 H -3.96 2.10 7.67  C10 1.078
70 H -0.74 -0.79 8.26  C37 1.114
71 H -6.41 -7.14 -2.07  C11 1.093
72 H -5.40 7.61 1.14  C38 1.089
73 H -2.08 -0.50 4.32  C17 1.087
74 H 2.03 0.56 7.19  C29 1.099
75 H -0.98 -6.99 -0.21  C9 1.100
76 H -3.46 6.50 2.30  C35 1.091
77 H 0.39 1.79 9.36  C24 1.103
78 H -2.70 -4.93 -1.89  C27 1.091

Results
Strongest force on any atom in Eh/bohr: 0.0372
Energy relative to the best compared isomer or geometry (same formula, charge and spin) in kJ/mol: 1.0
Net charge: +1
Total energy in a.u.: -1629.97026
E_HOMO in eV: -10.498